1.
An isolated molecule of C27H39NO7S. Source: the Open Molecules 2025 dataset; level of theory: ωB97M-V/def2-TZVPD.

Total energy (eV): -55286.960

```
! RIJCOSX wB97M-V def2-TZVPD def2/J DEFGRID3
* xyz 0 1
C 3.9199 0.3762 -0.5642
C 2.8181 0.2806 -0.1148
C 1.4588 0.2175 0.4252
C 1.3732 -1.0135 1.3874
C 2.2005 -2.2447 1.0627
C 1.6683 -3.3211 0.3482
C 2.4024 -4.4591 0.0698
C 3.7105 -4.5653 0.5096
C 4.2430 -3.5237 1.2505
C 3.5110 -2.3772 1.5358
C 4.2006 -1.3244 2.3791
O 1.3700 1.4090 1.2812
S 0.0327 1.6137 2.1175
O -0.2451 3.0204 2.0915
O 0.2357 1.0480 3.4175
C -1.3493 0.7990 1.2713
C -2.0402 -0.0900 2.3085
C -3.5046 -0.3656 1.9943
C -4.2209 -1.0482 3.1596
O -5.2424 -1.9247 2.6662
C -1.0644 0.0759 -0.1527
N -1.3406 -1.3357 -0.0169
C -2.1921 0.6546 -1.0466
C -2.2730 0.2871 -2.5371
C -3.0453 1.4209 -3.2532
C -3.0443 -1.0123 -2.8203
C 0.3920 0.3743 -0.6890
C 0.7323 -0.6746 -1.7995
C 1.4123 -0.1825 -3.0777
C 0.3269 1.8334 -1.2526
C 1.6017 2.6350 -1.4679
O 2.3312 2.5525 -2.3910
O 1.8711 3.6196 -0.4823
C 1.0855 4.7180 -0.6374
C 0.9048 5.5669 0.5819
O 0.5645 4.9769 -1.6837
H 4.8928 0.5133 -0.9678
H 0.3581 -1.3106 1.6283
H 1.7768 -0.6498 2.3276
H 0.6512 -3.3071 -0.0160
H 1.9623 -5.2621 -0.5045
H 4.2935 -5.4439 0.2775
H 5.2613 -3.6203 1.6035
H 3.7094 -0.3615 2.3686
H 4.2598 -1.7046 3.4006
H 5.2312 -1.2283 2.0448
H -2.0355 1.6228 1.0959
H -1.4927 -0.9974 2.5441
H -2.0548 0.4934 3.2322
H -4.0174 0.5761 1.7790
H -3.6387 -0.9869 1.1128
H -3.5033 -1.6481 3.7221
H -4.7023 -0.3254 3.8135
H -4.9757 -2.8314 2.8209
H -0.5606 -1.9594 -0.0282
H -2.1458 -1.6712 -0.5114
H -3.1165 0.2929 -0.5881
H -2.2620 1.7353 -0.9547
H -1.3208 0.2373 -3.0581
H -2.5891 2.3796 -3.0071
H -4.1034 1.4031 -3.0019
H -2.9176 1.2888 -4.3269
H -3.9202 -1.0335 -2.1664
H -3.4278 -1.0105 -3.8373
H -2.4562 -1.9064 -2.6203
H -0.1783 -1.1764 -2.1097
H 1.3630 -1.4612 -1.3904
H 2.4271 0.1463 -2.8880
H 1.5030 -1.0440 -3.7429
H 0.8525 0.5715 -3.6229
H -0.2838 2.4279 -0.5765
H -0.1539 1.8231 -2.2241
H 1.4026 6.5148 0.3782
H 1.2633 5.1033 1.4879
H -0.1560 5.7931 0.6346
*
```

2.
A cluster of 2 separate species, C3H10NO2 in total. Source: the Open Molecules 2025 dataset; level of theory: ωB97M-V/def2-TZVPD.

Total energy (eV): -8858.605
Energy relative to the best compared isomer or geometry (same formula, charge and spin) (eV): 0.189

```
! RIJCOSX wB97M-V def2-TZVPD def2/J DEFGRID3
* xyz -1 1
C 0.7966 0.6043 0.7322
N 0.9429 -0.1512 -0.5037
C 0.6568 -1.5862 -0.2777
O -0.5329 -1.8559 0.3275
C 0.2317 1.9958 0.4815
H 1.7736 0.6976 1.2091
H 0.1219 0.0323 1.3713
H 0.2569 0.1837 -1.1658
H 0.7571 -2.0743 -1.2692
H 1.5225 -1.9713 0.2926
H 0.7047 2.4763 -0.3700
H -0.8371 1.9561 0.2923
H 0.3916 2.6118 1.3721
H -2.7852 -0.3469 -0.7926
H -1.5870 -1.4225 -0.5344
O -2.4141 -1.1496 -1.1651
*
```

3.
The ion C4H12N2O with charge -1. Source: the Open Molecules 2025 dataset; level of theory: ωB97M-V/def2-TZVPD.

Total energy (eV): -9367.351
Energy relative to the best compared isomer or geometry (same formula, charge and spin) (eV): 1.949

```
! RIJCOSX wB97M-V def2-TZVPD def2/J DEFGRID3
* xyz -1 2
C -0.1157 0.6932 -0.4168
C -1.5579 0.3961 -0.0579
C -1.7891 -0.3118 1.2517
O -2.8291 0.2097 2.0480
N 0.7064 -0.4093 -0.9445
C 2.0740 -0.1409 -1.1642
N 2.9808 -0.2867 0.0449
H -0.1483 1.4685 -1.1736
H 0.4353 1.0939 0.4533
H -2.0619 -0.0658 -0.9338
H -2.0602 1.3680 -0.1965
H -0.8652 -0.2467 1.8582
H -1.8413 -1.3930 1.2286
H -3.6150 0.4134 1.5140
H 0.2494 -1.3118 -0.9211
H 2.5522 -0.7502 -1.9815
H 2.1211 0.9059 -1.4317
H 2.3274 -0.4346 0.8241
H 3.4372 -1.1976 -0.0015
*
```